No. 1
The following is a quantum chemistry calculation of a molecular structure, C20H38F5N3OPtSbSe, from OMol25.

Last column: Löwdin charge in e.
Atoms and positions in Å:
Pt: 0.66 1.49 0.19  0.92
C: -3.15 3.39 -0.84  0.03
N: -3.06 2.76 0.49  -0.09
C: -3.98 3.28 1.51  0.02
C: -2.24 1.77 0.73  -0.43
C: -2.30 1.08 2.06  0.03
O: -1.41 1.37 -0.20  -0.22
H: -4.15 3.25 -1.24  0.12
H: -2.43 2.94 -1.52  0.08
H: -2.96 4.46 -0.76  0.11
H: -4.29 4.28 1.22  0.11
H: -3.50 3.32 2.48  0.10
H: -4.87 2.66 1.59  0.12
H: -3.32 0.79 2.31  0.11
H: -1.93 1.74 2.85  0.11
H: -1.68 0.19 2.03  0.08
C: 3.70 3.25 2.71  0.03
N: 4.21 3.25 1.33  -0.09
C: 5.53 3.21 0.99  0.04
C: 5.61 3.25 -0.37  0.04
N: 4.33 3.33 -0.85  -0.09
C: 3.97 3.34 -2.27  0.03
C: 3.48 3.32 0.19  -0.59
Se: 1.63 3.67 0.08  0.96
H: 3.93 4.21 3.18  0.12
H: 4.18 2.45 3.26  0.11
H: 2.63 3.10 2.71  0.06
H: 6.32 3.17 1.73  0.16
H: 6.48 3.24 -1.01  0.16
H: 4.75 3.85 -2.83  0.12
H: 3.03 3.88 -2.41  0.08
H: 3.88 2.33 -2.64  0.11
C: -1.96 -2.65 -5.34  -0.12
C: -2.42 -2.38 -3.93  -0.48
C: -3.40 -1.23 -3.79  -0.15
Sb: -0.64 -1.94 -2.56  1.71
C: 0.74 -0.45 -3.47  -0.55
C: 0.24 0.98 -3.27  -0.15
C: 0.92 -0.79 -4.94  -0.12
C: 0.42 -3.94 -2.29  -0.50
C: -0.29 -4.66 -1.16  -0.14
C: 0.41 -4.65 -3.62  -0.13
H: -2.80 -3.10 -5.89  0.11
H: -1.14 -3.36 -5.41  0.06
H: -1.69 -1.73 -5.87  0.07
H: -2.77 -3.28 -3.42  0.09
H: -3.01 -0.31 -4.24  0.07
H: -3.68 -1.04 -2.75  0.07
H: -4.31 -1.48 -4.33  0.10
H: 1.66 -0.63 -2.91  0.07
H: -0.71 1.12 -3.78  0.08
H: 0.96 1.67 -3.72  0.09
H: 0.11 1.33 -2.22  0.00
H: 0.01 -0.64 -5.51  0.07
H: 1.29 -1.80 -5.10  0.08
H: 1.67 -0.11 -5.37  0.10
H: 1.40 -3.57 -2.01  0.08
H: -1.30 -4.96 -1.43  0.09
H: -0.30 -4.09 -0.24  0.07
H: 0.27 -5.58 -0.96  0.10
H: -0.58 -5.04 -3.88  0.09
H: 1.07 -5.52 -3.53  0.11
H: 0.81 -4.05 -4.44  0.06
F: 2.01 -1.03 -0.05  0.07
C: 1.30 -0.39 0.89  -0.51
F: 0.26 -1.17 1.17  0.09
C: 2.19 -0.23 2.14  -0.61
F: 1.61 0.61 3.01  0.13
F: 3.35 0.33 1.74  0.13
F: 2.44 -1.37 2.74  0.24

Calculated values
Strongest force on any atom, eV Å⁻¹: 1.39
HOMO (alpha / beta), Ha: -0.6070 / -0.6124
Charge: +3
2S+1: 5
LUMO (alpha / beta), Ha: -0.2851 / -0.4527
HOMO-LUMO gap (alpha / beta), eV: 8.76 / 4.35
<S²>: 6.019



No. 2
The following is a quantum chemistry calculation of a molecular structure, C6H10N3O, from OMol25.

Last column: Löwdin charge in e.
Atoms and positions in Å:
C: -1.52 -0.35 -3.32  -0.07
C: -0.68 -0.63 -2.30  -0.02
C: -2.61 0.27 -1.62  -0.07
C: -1.03 -0.26 0.10  -0.05
C: 2.73 0.63 2.48  -0.02
C: 1.60 0.46 1.52  -0.21
N: -2.74 0.12 -2.87  0.13
N: -1.33 -0.21 -1.16  -0.04
N: 1.33 -0.59 0.89  0.06
O: -1.61 0.69 0.94  0.10
H: -1.57 -0.73 -4.33  0.12
H: 0.18 -1.20 -2.05  0.12
H: -3.27 0.55 -0.81  0.14
H: 2.30 0.83 3.45  0.10
H: 3.30 -0.35 2.45  0.11
H: 3.37 1.28 1.99  0.07
H: 1.13 1.34 1.24  0.10
H: 0.04 -1.04 0.52  0.17
H: -1.47 0.70 1.88  0.12
H: 1.83 -1.50 1.01  0.14

Calculated values
Strongest force on any atom, eV Å⁻¹: 4.22
HOMO, Ha: -0.4955
Charge: +1
2S+1: 1
LUMO, Ha: -0.1694
ΔE to the lowest compared entry with this formula, charge and spin, kJ/mol: 523.92
HOMO-LUMO gap, eV: 8.87



No. 3
The following is a quantum chemistry calculation of 14 unconnected molecules or ions with the total composition C14H56N8O14, from OMol25.

Last column: Löwdin charge in e.
Atoms and positions in Å:
C: 0.19 -3.32 1.75  -0.68
O: 0.98 -2.42 2.32  -0.04
N: -0.78 -2.98 0.99  0.14
N: 0.31 -4.60 1.82  0.13
H: -0.82 -1.91 0.86  0.10
H: -1.51 -3.63 0.71  0.15
H: 1.10 -4.90 2.40  0.15
H: -0.51 -5.25 1.77  0.17
C: -0.01 4.26 2.62  -0.57
O: -1.07 4.53 3.43  -0.10
N: 0.07 4.48 1.32  0.16
N: 1.17 3.79 3.06  0.17
H: -0.89 4.38 0.91  0.14
H: 0.83 4.07 0.78  0.04
H: 1.23 3.57 4.06  0.13
H: 1.77 3.29 2.43  0.04
C: 0.55 -4.11 -1.80  -0.68
O: 0.84 -4.55 -3.08  -0.11
N: 0.19 -2.93 -1.55  0.13
N: 0.69 -4.92 -0.80  0.17
H: 0.10 -2.27 -2.35  0.11
H: -0.12 -2.62 -0.58  0.09
H: 1.35 -5.61 -1.09  0.11
H: 0.62 -4.79 0.25  0.05
C: 3.71 -1.49 -1.37  -0.63
O: 3.39 -0.65 -2.39  -0.10
N: 2.88 -2.13 -0.65  0.19
N: 4.91 -1.85 -1.02  0.17
H: 1.88 -2.06 -1.02  0.11
H: 3.12 -2.52 0.22  0.11
H: 5.70 -1.45 -1.55  0.15
H: 5.10 -2.38 -0.23  0.09
C: -3.27 2.16 2.62  -0.16
O: -2.62 2.43 3.87  -0.12
H: -2.61 1.71 1.91  0.04
H: -3.51 3.18 2.24  0.09
H: -4.19 1.50 2.72  0.09
H: -2.24 3.26 3.82  -0.03
C: 3.68 0.83 1.75  -0.18
O: 2.93 1.93 1.95  -0.16
H: 4.72 1.10 2.00  0.09
H: 3.72 0.43 0.74  0.07
H: 3.27 0.10 2.51  0.10
H: 3.50 2.74 1.93  0.12
C: 0.70 -1.18 -4.45  -0.14
O: 0.84 -0.51 -3.24  -0.22
H: 1.76 -1.59 -4.47  0.12
H: 0.54 -0.47 -5.28  0.08
H: 0.01 -2.02 -4.39  0.06
H: 1.82 -0.31 -3.22  0.07
C: -0.43 2.39 -3.56  -0.16
O: -0.65 1.69 -2.40  -0.14
H: 0.29 3.14 -3.43  0.04
H: -1.32 2.98 -3.77  0.09
H: -0.05 1.73 -4.42  0.11
H: 0.01 0.99 -2.54  0.04
C: 2.62 3.19 -1.16  -0.14
O: 2.13 4.12 -0.26  -0.10
H: 2.46 3.37 -2.24  0.09
H: 2.15 2.25 -0.91  0.07
H: 3.72 3.18 -1.15  0.10
H: 2.82 4.72 -0.16  0.08
C: 0.50 0.32 0.22  -0.12
O: -0.72 -0.36 0.34  -0.16
H: 1.12 -0.05 1.00  0.04
H: 0.20 1.39 0.24  0.11
H: 0.96 -0.19 -0.66  0.08
H: -1.30 0.21 -0.17  0.04
C: -4.01 1.79 -0.74  -0.11
O: -2.70 1.26 -0.74  -0.15
H: -3.88 2.83 -1.07  0.10
H: -4.41 1.72 0.23  0.05
H: -4.73 1.37 -1.38  0.07
H: -2.33 1.69 -1.50  0.04
C: 0.00 0.53 3.57  -0.20
O: -0.39 0.91 4.85  -0.13
H: -0.37 1.36 2.95  0.06
H: -0.54 -0.35 3.25  0.06
H: 1.10 0.42 3.42  0.08
H: 0.36 0.71 5.52  0.12
C: -2.69 -1.84 -2.65  -0.16
O: -2.72 -3.02 -1.89  -0.11
H: -2.12 -2.00 -3.61  0.08
H: -2.07 -1.00 -2.23  0.07
H: -3.69 -1.55 -2.79  0.07
H: -1.84 -3.26 -1.57  0.03
C: -3.62 -1.35 1.09  -0.17
O: -4.62 -2.32 1.21  -0.10
H: -3.88 -0.48 1.71  0.07
H: -3.46 -1.13 0.02  0.07
H: -2.68 -1.60 1.58  0.06
H: -5.24 -2.08 0.50  0.08

Calculated values
Strongest force on any atom, eV Å⁻¹: 9.23
HOMO, Ha: -0.3214
2S+1: 1
LUMO, Ha: -0.0011
ΔE to the lowest compared entry with this formula, charge and spin, kJ/mol: 722.42
HOMO-LUMO gap, eV: 8.72



No. 4
The following is a quantum chemistry calculation of 7 unconnected molecules or ions with the total composition C25H43NO29S7, from OMol25.

Last column: Löwdin charge in e.
Atoms and positions in Å:
O: -1.78 -0.85 -0.14  0.11
C: -1.35 0.24 0.17  -0.42
C: -0.56 0.38 1.44  -0.07
C: 0.78 -0.34 1.30  -0.20
O: 0.51 -1.75 1.22  -0.35
S: 1.77 -2.75 1.01  0.92
O: 2.95 -1.92 0.96  -0.36
O: 1.78 -3.47 2.46  -0.31
C: 2.21 -4.86 2.39  -0.22
C: 3.71 -5.04 2.25  -0.17
C: 4.23 -5.13 0.81  -0.16
C: 3.96 -6.49 0.14  -0.23
O: 3.11 -7.33 0.93  -0.06
N: -1.52 1.41 -0.64  0.10
C: -0.88 1.33 -1.92  -0.24
C: -0.38 2.49 -2.49  -0.03
C: 0.25 2.46 -3.71  -0.09
C: 0.43 1.26 -4.39  -0.08
C: -0.07 0.11 -3.82  -0.07
C: -0.74 0.14 -2.61  -0.02
H: -1.16 -0.06 2.24  0.13
H: -0.38 1.42 1.72  0.12
H: 1.27 -0.02 0.39  0.13
H: 1.40 -0.12 2.16  0.13
H: 1.88 -5.28 3.34  0.12
H: 1.66 -5.40 1.62  0.10
H: 4.22 -4.25 2.79  0.12
H: 3.96 -5.97 2.75  0.12
H: 5.31 -4.99 0.84  0.11
H: 3.84 -4.33 0.18  0.08
H: 3.47 -6.31 -0.82  0.10
H: 4.91 -6.97 -0.09  0.08
H: 2.57 -7.84 0.33  0.09
H: -2.50 1.66 -0.67  0.10
H: -0.49 3.42 -1.95  0.11
H: 0.62 3.38 -4.14  0.10
H: 0.94 1.24 -5.34  0.10
H: 0.06 -0.83 -4.33  0.09
H: -1.13 -0.78 -2.22  0.09
C: -2.20 -3.74 3.27  -0.14
C: -2.08 -3.71 1.76  -0.16
O: -1.45 -4.97 1.45  -0.22
S: -1.92 -6.09 2.48  0.59
O: -2.98 -6.85 1.92  -0.21
O: -0.76 -6.72 3.01  -0.22
O: -2.54 -5.10 3.57  -0.18
H: -1.25 -3.50 3.75  0.13
H: -2.98 -3.08 3.64  0.14
H: -1.47 -2.89 1.41  0.09
H: -3.06 -3.69 1.27  0.14
C: -0.29 -4.22 -1.59  -0.15
C: 0.92 -5.12 -1.65  -0.16
O: 1.43 -4.94 -2.99  -0.18
S: 1.17 -3.44 -3.47  0.58
O: 2.34 -2.67 -3.26  -0.21
O: 0.53 -3.48 -4.74  -0.22
O: 0.10 -3.06 -2.34  -0.20
H: -1.15 -4.67 -2.08  0.14
H: -0.56 -3.92 -0.58  0.10
H: 0.69 -6.16 -1.48  0.14
H: 1.69 -4.79 -0.94  0.08
C: -5.27 4.67 2.46  -0.14
C: -4.21 5.39 1.65  -0.16
O: -3.48 4.32 1.02  -0.19
S: -4.46 3.10 0.70  0.59
O: -4.87 3.17 -0.65  -0.21
O: -3.88 1.92 1.23  -0.22
O: -5.67 3.57 1.63  -0.18
H: -4.86 4.27 3.39  0.14
H: -6.13 5.30 2.68  0.14
H: -3.54 5.99 2.25  0.14
H: -4.66 6.01 0.87  0.12
C: -3.89 9.51 -0.53  -0.14
C: -4.63 10.80 -0.26  -0.14
O: -5.51 10.48 0.84  -0.18
S: -4.81 9.42 1.79  0.59
O: -4.19 10.10 2.88  -0.21
O: -5.69 8.33 2.01  -0.22
O: -3.65 8.97 0.78  -0.22
H: -4.50 8.80 -1.09  0.14
H: -2.94 9.66 -1.03  0.13
H: -5.23 11.13 -1.11  0.14
H: -3.95 11.60 0.05  0.14
C: 6.43 -9.63 -4.26  -0.15
C: 6.18 -8.14 -4.15  -0.15
O: 5.18 -8.03 -3.12  -0.19
S: 5.41 -9.18 -2.03  0.59
O: 6.16 -8.67 -0.94  -0.22
O: 4.17 -9.84 -1.83  -0.21
O: 6.39 -10.09 -2.90  -0.19
H: 5.65 -10.13 -4.82  0.13
H: 7.40 -9.87 -4.68  0.14
H: 5.80 -7.70 -5.07  0.14
H: 7.07 -7.60 -3.83  0.14
C: -0.69 10.01 2.59  -0.16
C: 0.49 9.15 2.21  -0.15
O: 0.78 9.54 0.86  -0.19
S: 0.46 11.09 0.66  0.59
O: 1.64 11.85 0.77  -0.21
O: -0.39 11.21 -0.47  -0.23
O: -0.40 11.29 1.99  -0.18
H: -1.61 9.64 2.16  0.10
H: -0.80 10.13 3.67  0.14
H: 0.27 8.08 2.24  0.14
H: 1.37 9.35 2.84  0.14

Calculated values
Strongest force on any atom, eV Å⁻¹: 0.78
HOMO, Ha: -0.3193
2S+1: 1
LUMO, Ha: -0.0034
ΔE to the lowest compared entry with this formula, charge and spin, kJ/mol: 0.00
HOMO-LUMO gap, eV: 8.59



No. 5
The following is a quantum chemistry calculation of a molecular structure, C11H48CdF6N2O20S2, from OMol25.

Last column: Löwdin charge in e.
Atoms and positions in Å:
Cd: -0.13 -2.35 4.12  0.95
C: -5.00 -6.54 6.51  -0.57
F: -4.92 -7.69 7.23  0.12
F: -6.22 -5.98 6.61  0.11
F: -4.01 -5.65 6.80  0.08
S: -4.83 -7.00 4.60  0.69
O: -3.45 -7.40 4.30  -0.33
O: -5.73 -8.15 4.38  -0.32
N: -5.25 -5.45 3.88  -0.32
S: -5.76 -5.95 2.53  0.50
O: -4.88 -6.84 1.77  -0.33
O: -7.12 -6.42 2.59  -0.32
C: -5.81 -4.19 1.53  -0.68
F: -6.29 -3.26 2.22  0.19
F: -4.59 -3.75 1.05  0.06
F: -6.46 -4.31 0.39  0.13
C: -0.97 2.24 1.16  -0.02
C: -0.40 1.82 -0.26  -0.48
C: 0.35 3.11 -0.76  -0.13
C: 1.24 2.85 -1.99  -0.16
C: 2.28 1.70 -1.76  -0.11
C: 1.57 0.37 -1.29  -0.43
N: 0.52 0.70 -0.22  0.04
O: 0.07 -0.41 0.65  -0.04
C: 2.65 -0.53 -0.71  -0.05
C: 0.89 -0.30 -2.52  -0.01
C: -1.62 1.45 -1.14  -0.01
H: -1.64 1.57 1.71  0.08
H: -1.41 3.23 1.16  0.09
H: -0.14 2.37 1.86  0.07
H: 0.95 3.52 0.06  0.12
H: -0.44 3.79 -1.08  0.12
H: 1.78 3.74 -2.29  0.11
H: 0.46 2.58 -2.71  0.10
H: 3.09 1.96 -1.08  0.11
H: 2.77 1.69 -2.73  0.12
H: 2.34 -1.54 -0.44  0.09
H: 3.10 -0.17 0.22  0.08
H: 3.51 -0.63 -1.38  0.10
H: 0.81 0.33 -3.40  0.08
H: -0.02 -0.81 -2.21  0.09
H: 1.58 -1.07 -2.90  0.09
H: -2.28 2.32 -1.23  0.09
H: -2.13 0.63 -0.64  0.10
H: -1.33 1.20 -2.16  0.07
O: -0.62 0.80 -7.49  -0.04
H: -0.22 0.66 -6.63  0.02
H: -1.29 1.46 -7.34  0.03
O: -0.05 0.38 5.57  -0.16
H: 0.58 1.10 5.63  0.03
H: -0.58 0.47 6.36  0.03
O: -0.71 6.63 -5.53  -0.05
H: -0.90 5.86 -6.06  0.03
H: -1.54 6.86 -5.13  0.03
O: 1.23 -2.47 -8.49  -0.05
H: 0.58 -1.82 -8.22  0.01
H: 0.73 -3.16 -8.92  0.03
O: -0.01 -5.27 -0.86  -0.05
H: -0.80 -5.31 -1.40  0.03
H: 0.15 -4.33 -0.74  0.01
O: -3.13 -2.38 4.91  -0.16
H: -3.78 -1.68 4.97  0.03
H: -3.64 -3.17 4.73  0.01
O: 5.60 -4.48 1.60  -0.05
H: 5.72 -5.43 1.49  0.04
H: 6.03 -4.09 0.84  0.02
O: 5.79 5.40 -5.13  -0.05
H: 6.38 5.55 -5.87  0.03
H: 6.31 4.87 -4.52  0.03
O: -7.85 3.27 -3.41  -0.05
H: -7.87 3.92 -2.70  0.03
H: -6.95 3.28 -3.73  0.02
O: 2.69 8.00 -3.43  -0.05
H: 1.91 7.61 -3.84  0.02
H: 3.42 7.66 -3.93  0.03
O: 4.87 6.44 -0.70  -0.05
H: 4.41 5.60 -0.77  0.01
H: 4.26 7.08 -1.07  0.02
O: -1.75 4.50 6.77  -0.05
H: -0.83 4.71 6.63  0.03
H: -2.20 4.83 5.99  0.03
O: 3.03 -2.82 3.97  -0.16
H: 3.62 -2.46 4.64  0.03
H: 3.62 -3.17 3.30  0.02
O: 3.47 1.81 3.42  -0.05
H: 3.84 2.67 3.20  0.03
H: 2.93 1.59 2.67  0.01
O: 8.58 -2.90 -0.95  -0.05
H: 9.41 -2.59 -0.59  0.03
H: 8.39 -2.30 -1.67  0.03

Calculated values
Strongest force on any atom, eV Å⁻¹: 7.28
HOMO, Ha: -0.2905
2S+1: 1
LUMO, Ha: -0.1813
ΔE to the lowest compared entry with this formula, charge and spin, kJ/mol: 770.89
HOMO-LUMO gap, eV: 2.97



No. 6
The following is a quantum chemistry calculation of a molecular structure, C24H28N3OPdS2, from OMol25.

Last column: Löwdin charge in e.
Atoms and positions in Å:
Pd: -0.01 0.28 -1.03  0.69
O: 3.16 0.04 -0.36  -0.15
C: 3.76 1.29 0.01  -0.25
C: 4.20 2.05 -1.23  -0.18
C: 3.07 2.18 -2.27  -0.14
C: 1.86 2.96 -1.82  -0.28
C: 2.03 4.23 -1.28  -0.02
C: 0.94 5.05 -1.06  -0.04
C: -0.30 4.61 -1.50  -0.04
C: -0.39 3.35 -2.05  -0.14
N: 0.63 2.50 -2.13  0.06
H: 3.79 -0.44 -0.90  0.09
H: 4.62 1.10 0.66  0.12
H: 3.01 1.85 0.56  0.12
H: 5.05 1.55 -1.68  0.12
H: 4.54 3.05 -0.93  0.11
H: 2.75 1.20 -2.63  0.10
H: 3.48 2.71 -3.13  0.13
H: 3.03 4.58 -1.04  0.12
H: 1.05 6.02 -0.60  0.12
H: -1.18 5.24 -1.43  0.11
H: -1.33 3.01 -2.46  0.08
C: -2.58 -3.89 -1.84  -0.10
C: -1.54 -2.82 -1.81  -0.73
S: -2.04 -1.25 -2.06  0.93
C: -0.16 -3.11 -1.58  -0.73
C: 0.33 -4.47 -1.21  -0.09
S: 0.99 -1.90 -1.72  0.80
H: -3.55 -3.47 -2.09  0.08
H: -2.65 -4.39 -0.87  0.10
H: -2.33 -4.65 -2.60  0.10
H: -0.43 -5.23 -1.39  0.08
H: 0.60 -4.48 -0.15  0.10
H: 1.23 -4.72 -1.78  0.09
C: 0.64 -0.25 2.21  -0.16
N: -0.18 0.42 1.20  -0.05
C: -1.32 0.90 1.57  -0.08
C: -2.24 1.36 0.61  -0.32
C: -3.54 1.89 0.74  -0.02
C: -4.02 2.06 -0.55  -0.07
C: -3.00 1.63 -1.42  -0.23
N: -1.94 1.23 -0.72  -0.11
C: -0.05 -1.46 2.82  -0.22
C: -0.77 -2.33 2.01  -0.05
C: -1.41 -3.43 2.55  -0.08
C: -1.34 -3.67 3.92  -0.08
C: -0.62 -2.81 4.73  -0.07
C: 0.02 -1.71 4.19  -0.04
H: 0.91 0.46 3.00  0.13
H: 1.56 -0.57 1.74  0.11
H: -1.60 0.91 2.62  0.16
H: -4.04 2.09 1.67  0.11
H: -4.98 2.44 -0.85  0.10
H: -3.03 1.61 -2.50  0.11
H: -0.84 -2.13 0.95  0.08
H: -1.98 -4.11 1.92  0.10
H: -1.85 -4.53 4.35  0.11
H: -0.56 -2.99 5.80  0.11
H: 0.57 -1.03 4.82  0.11

Calculated values
Strongest force on any atom, eV Å⁻¹: 3.11
HOMO (alpha / beta), Ha: -0.3932 / -0.3924
Charge: +1
2S+1: 1
LUMO (alpha / beta), Ha: -0.2086 / -0.2118
ΔE to the lowest compared entry with this formula, charge and spin, kJ/mol: 278.91
HOMO-LUMO gap (alpha / beta), eV: 5.03 / 4.91



No. 7
The following is a quantum chemistry calculation of 2 unconnected molecules or ions with the total composition C3H10N2O, from OMol25.

Last column: Löwdin charge in e.
Atoms and positions in Å:
C: -3.00 1.06 -0.20  -0.16
C: -1.65 0.41 -0.54  -0.19
H: -3.81 0.38 0.09  0.07
H: -3.34 1.73 -1.06  0.09
H: -2.87 1.73 0.59  0.03
H: -1.74 -0.35 -1.39  0.09
H: -0.90 1.19 -0.75  0.07
H: -1.21 -0.12 0.27  0.03
N: 1.57 -0.72 -0.65  0.17
C: 2.62 -0.80 0.23  -0.60
N: 2.34 -0.76 1.63  0.07
O: 3.81 -1.06 -0.15  -0.02
H: 1.91 -0.82 -1.60  0.12
H: 0.60 -0.48 -0.47  0.05
H: 2.89 -1.51 2.09  0.11
H: 2.77 0.12 1.92  0.08

Calculated values
Strongest force on any atom, eV Å⁻¹: 3.58
HOMO, Ha: -0.3518
2S+1: 1
LUMO, Ha: 0.0280
ΔE to the lowest compared entry with this formula, charge and spin, kJ/mol: 55.87
HOMO-LUMO gap, eV: 10.33



No. 8
The following is a quantum chemistry calculation of 2 unconnected molecules or ions with the total composition C2H9N2O, from OMol25.

Last column: Löwdin charge in e.
Atoms and positions in Å:
C: -1.07 -0.50 0.07  -0.06
C: -0.81 0.90 0.17  -0.14
N: -1.15 2.05 -0.55  0.04
N: -0.27 -1.24 1.00  0.15
H: -1.72 -1.05 -0.57  0.12
H: -0.44 1.08 1.20  0.12
H: -0.40 2.66 -0.96  0.13
H: -1.68 2.65 -0.01  0.06
H: 0.01 -2.16 0.62  0.18
H: -0.78 -1.17 1.91  0.19
H: 0.63 -0.76 1.19  0.17
H: 2.72 -1.58 -1.19  0.07
H: 2.59 -0.22 -1.86  0.05
O: 2.38 -0.66 -1.02  -0.09

Calculated values
Strongest force on any atom, eV Å⁻¹: 6.27
HOMO, Ha: -0.5011
Charge: +1
2S+1: 1
LUMO, Ha: -0.1364
ΔE to the lowest compared entry with this formula, charge and spin, kJ/mol: 325.04
HOMO-LUMO gap, eV: 9.92